Entry from the OMol25 dataset: a molecular structure, C7H9NO (ωB97M-V with the def2-TZVPD basis set).

E: -10935.16418 eV
Energy above the lowest of the compared OMol25 structures with the same formula, charge and spin: 176.42 kcal per mole
Kohn-Sham gap: 8.9 eV
Highest occupied orbital energy: -8.7 eV
Net charge: 0

Positions of all 18 atoms, in Å:
C 0.781707 2.365246 0.333817
C 1.716990 1.679775 -0.536115
C 1.657631 0.295395 -0.996383
C 0.587503 -0.535300 -1.214725
C -0.779224 -0.369462 -0.493946
C -2.049285 -1.236667 -0.173936
C -0.496578 -1.330657 1.971680
H 0.214652 1.668498 1.091441
H 0.975070 3.331945 0.513139
H 2.569954 2.230249 -1.110496
H 2.689068 0.121161 -1.644972
H 0.728340 -1.426150 -1.829312
H -1.380608 0.468230 -0.853145
H -3.030702 -0.808157 -0.391947
H -2.426909 -2.553166 -0.156131
H -1.320650 -1.829554 2.686066
N -1.276200 -0.840172 0.849664
O 0.839241 -1.231213 1.955302

Forces on the atoms, in the same order (eV/Å):
C 2.6 -7.5 -1.6
C -2.1 2.7 1.7
C 1.2 -0.7 -2.9
C 0.2 -0.1 1.9
C -1.2 -1.2 -0.6
C -2.6 -6.2 -1.9
C 3.1 0.1 -2.8
H 0.7 1.8 -1.8
H 0.2 3.5 0.8
H -1.9 -0.5 1.3
H -2.9 -0.3 1.7
H 0.0 0.2 0.3
H 1.1 1.0 0.6
H 0.3 0.6 0.4
H 2.0 3.6 -0.6
H 2.6 0.9 -0.9
N 4.6 2.6 3.4
O -7.9 -0.5 1.0

Formally, the Löwdin partial charges of the atoms, in units of the elementary charge, are as follows:
1. C 0.047
2. C -0.164
3. C -0.159
4. C -0.042
5. C -0.154
6. C -0.178
7. C -0.157
8. H 0.092
9. H -0.019
10. H 0.113
11. H 0.146
12. H 0.094
13. H 0.124
14. H 0.080
15. H 0.189
16. H 0.161
17. N -0.094
18. O -0.081

Entry from the OMol25 dataset: a molecular structure, C7H9NO2 (ωB97M-V with the def2-TZVPD basis set).

E: -12983.76059 eV
Energy above the lowest of the compared OMol25 structures with the same formula, charge and spin: 155.30 kcal per mole
Kohn-Sham gap (alpha / beta): 7.1 / 7.7 eV
Highest occupied orbital energy (alpha / beta): -8.3 / -8.4 eV
Net charge: 0

Positions of all 19 atoms, in Å:
C -3.147239 -1.301330 0.344383
C -2.027268 0.128410 -0.982780
C -2.195481 -0.525957 0.868906
C -1.495510 0.553500 0.335708
C 1.861580 -0.173324 0.109238
C 2.617699 0.001081 1.384970
C 1.909916 1.018455 -0.851255
N -2.892630 -1.036599 -1.032318
O 1.123476 -1.103229 -0.230678
O -0.692044 1.352738 0.683135
H -3.955952 -1.950157 0.752172
H -1.299297 0.147035 -1.746652
H 1.906852 0.125758 2.119036
H 3.156498 0.943439 1.391799
H 3.046610 -0.861690 1.865182
H 2.041953 1.930870 -0.296638
H 1.004440 0.971191 -1.354439
H 2.646581 0.942860 -1.608711
H -3.610185 -1.163045 -1.751060

Forces on the atoms, in the same order (eV/Å):
C 0.3 -0.1 -1.9
C -0.9 -1.0 0.1
C -0.3 -0.9 1.9
C -2.2 -1.0 -0.3
C -1.1 -0.5 -1.9
C 0.3 -0.2 -0.6
C 0.6 -0.6 1.7
N -0.7 0.4 1.2
O 1.5 0.8 1.3
O 1.6 1.5 0.1
H 0.9 0.9 -0.4
H 0.9 0.0 -0.9
H -2.4 0.8 1.6
H 0.7 -0.4 0.0
H 1.1 -0.5 -0.7
H -0.1 0.5 0.0
H -1.8 0.4 -0.8
H 1.2 -0.3 -0.5
H 0.4 0.3 0.3

Formally, the Löwdin partial charges of the atoms, in units of the elementary charge, are as follows:
1. C -0.074
2. C 0.018
3. C 0.128
4. C -0.504
5. C -0.448
6. C -0.010
7. C -0.021
8. N -0.003
9. O 0.034
10. O 0.085
11. H 0.132
12. H 0.102
13. H 0.059
14. H 0.086
15. H 0.089
16. H 0.079
17. H 0.037
18. H 0.075
19. H 0.137

Entry from the OMol25 dataset: 2 unconnected molecules or ions with the total composition C7H9NO3P2 (ωB97M-V with the def2-TZVPD basis set).

E: -33613.25287 eV
Energy above the lowest of the compared OMol25 structures with the same formula, charge and spin: 50.74 kcal per mole
Kohn-Sham gap (alpha / beta): 5.5 / 5.3 eV
Highest occupied orbital energy (alpha / beta): -0.1 / -0.1 eV
Net charge: -2

Positions of all 22 atoms, in Å:
C -0.392156 -0.076054 1.553814
C 0.154999 0.024111 -0.857539
C -1.704659 -0.255018 1.195713
C -1.184904 0.111933 -1.055159
C 0.618540 -0.013347 0.503685
C -2.145634 -0.094624 -0.123057
C 1.980559 -0.019225 0.842714
N -3.465147 -0.149898 -0.303968
O 3.109199 -0.974823 -1.554018
O 4.368224 -1.204180 0.613322
O 4.088482 1.179264 -0.448258
P 3.271118 2.436246 0.092796
P 3.356044 -0.507652 -0.180628
H -0.036166 -0.261137 2.479801
H 0.882077 0.358798 -1.579912
H -2.376496 -0.571853 1.976504
H -1.658458 0.343771 -2.026994
H 2.273304 -0.225022 1.857336
H -3.757814 -0.528095 0.612052
H -4.136613 -0.522692 -0.966233
H -5.198535 -1.105839 -2.055782
H 1.954043 2.055327 -0.576187

Forces on the atoms, in the same order (eV/Å):
C 0.0 -0.6 -4.6
C 0.7 1.6 1.9
C 1.3 0.2 1.3
C -0.6 0.5 -3.5
C -0.6 -0.2 0.3
C 0.3 -0.6 1.5
C 0.0 -0.4 -0.2
N -1.3 -0.1 3.2
O -1.0 0.1 -0.7
O 0.7 -0.4 1.5
O 0.1 -1.1 0.4
P -1.7 -0.9 -0.9
P 1.1 1.7 -1.4
H 0.8 -0.3 3.1
H 0.0 -0.7 -0.5
H -0.5 0.2 0.2
H 0.9 -0.2 0.1
H -0.2 0.3 0.5
H -0.9 0.6 -0.9
H -0.2 -0.5 -2.3
H -0.1 0.0 0.2
H 1.1 1.0 0.7

Formally, the Löwdin partial charges of the atoms, in units of the elementary charge, are as follows:
1. C -0.030
2. C -0.043
3. C -0.061
4. C -0.068
5. C -0.307
6. C -0.415
7. C -0.223
8. N 0.059
9. O -0.359
10. O -0.369
11. O -0.764
12. P 0.629
13. P 0.247
14. H 0.058
15. H 0.087
16. H 0.092
17. H 0.117
18. H 0.054
19. H 0.053
20. H -0.309
21. H -0.317
22. H -0.129

Entry from the OMol25 dataset: a molecular structure, C7H9NO4PS (ωB97M-V with the def2-TZVPD basis set).

E: -37205.00866 eV
Energy above the lowest of the compared OMol25 structures with the same formula, charge and spin: 112.03 kcal per mole
Kohn-Sham gap: 7.3 eV
Highest occupied orbital energy: -4.5 eV
Net charge: -1

Positions of all 23 atoms, in Å:
C 1.428200 0.932143 -0.316224
C 0.601816 1.983824 0.079541
C 1.018637 -0.403520 -0.624518
C -2.077478 -0.556531 -0.143922
C 2.768429 -2.101145 0.251478
C -2.473064 2.276845 0.634992
C 2.119720 -1.318846 -1.025801
N -2.572893 -1.329850 0.826787
O 0.711666 3.111319 0.552327
O -2.252093 -2.518143 0.767509
O -3.486733 -0.871565 1.563277
O -1.476462 1.500308 -1.711402
P -1.388769 1.239176 -0.281548
S -0.526655 -1.208120 -0.890503
H 2.399503 1.167402 -0.710091
H 3.214958 -1.332163 0.867029
H 3.559030 -2.753202 -0.175822
H 1.908955 -2.508838 0.889887
H -1.978355 2.202046 1.625946
H -2.525431 3.249820 0.183323
H -3.461128 1.926705 0.743147
H 1.562209 -1.986616 -1.612092
H 2.925947 -0.701043 -1.493324

Forces on the atoms, in the same order (eV/Å):
C -0.1 -2.2 -1.1
C -3.3 0.2 1.9
C -0.4 3.1 0.9
C 4.4 4.3 -1.4
C -1.8 1.1 -1.2
C 1.0 0.1 1.6
C 1.1 0.4 2.1
N -1.5 -0.4 0.5
O 0.2 -1.9 -1.2
O -0.4 -1.1 1.2
O 0.9 -0.4 -0.1
O 0.2 0.7 -2.7
P -1.2 -0.8 0.8
S 0.3 -1.2 0.3
H 0.8 0.1 0.4
H 0.4 0.1 0.1
H -0.8 -0.1 0.8
H 1.5 -0.2 -1.2
H -0.6 0.9 -0.1
H 0.5 0.6 0.2
H -1.1 -0.9 0.0
H 0.4 -1.5 -1.5
H -0.7 -0.9 -0.1

Formally, the Löwdin partial charges of the atoms, in units of the elementary charge, are as follows:
1. C -0.124
2. C -0.387
3. C -0.528
4. C -0.469
5. C -0.069
6. C -0.212
7. C -0.288
8. N -0.562
9. O 0.002
10. O -0.081
11. O -0.046
12. O -0.407
13. P 0.593
14. S 1.000
15. H 0.091
16. H 0.046
17. H 0.065
18. H 0.095
19. H 0.060
20. H 0.043
21. H 0.024
22. H 0.036
23. H 0.116